Record 1
Here is a molecular structure, C24H13Cl5IMnN3O2S from OMol25. Energies are from wB97M-V/def2-TZVPD.

Results
LUMO energy (spin up / spin down) = 3.98 / 3.98 eV
Calculated total energy = -146533.2654 eV
⟨S²⟩ = 1.1270
HOMO-LUMO gap (spin up / spin down) = 4.762 / 4.758 eV
ΔE to the lowest compared entry with this formula, charge and spin = 37.9 kcal/mol
Molecular weight = 766.6 g mol⁻¹
HOMO energy (spin up / spin down) = -0.785 / -0.781 eV

ORCA input file:
```
! RIJCOSX wB97M-V def2-TZVPD def2/J DEFGRID3
* xyz -2 2
Mn 0.8321 -0.7627 -1.6603
N 4.5430 -1.4221 -3.9908
C 3.4721 -1.0566 -3.1790
S 1.9652 -0.7979 -3.9612
N 3.7730 -0.9485 -1.9256
N 2.7268 -0.6445 -1.0662
C 3.1772 -0.2696 0.0545
C 2.5011 0.1896 1.2624
C 3.3545 0.5233 2.3136
C 2.9024 0.9940 3.5302
C 1.5387 1.1564 3.7203
C 0.6662 0.8356 2.7031
C 1.1353 0.3423 1.4870
O 0.2550 0.0598 0.4789
H 4.4503 -1.0937 -4.9373
H 5.4396 -1.2445 -3.5637
H 4.2641 -0.2815 0.1105
H 4.4194 0.3951 2.1488
H 3.6041 1.2348 4.3193
H 1.1510 1.5266 4.6613
H -0.3959 0.9564 2.8480
Cl -4.3485 3.5967 -3.7859
C -2.8393 2.9279 -3.2490
C -2.7116 1.5545 -3.0288
Cl -4.0540 0.4985 -3.2844
C -1.5136 1.0367 -2.6004
Cl -1.2795 -0.6612 -2.3471
C -0.3549 1.8255 -2.3552
O 0.7403 1.3249 -1.9485
C -0.5236 3.2160 -2.6011
Cl 0.8589 4.2218 -2.3571
C -1.7272 3.7448 -3.0381
Cl -1.8619 5.4493 -3.3272
I 0.7524 -3.3871 -1.5536
C -0.2434 -2.2736 2.0284
C -0.6539 -3.4188 2.7037
C -2.0095 -3.6994 3.0163
C -3.0084 -2.8219 2.6871
C -2.6942 -1.6354 1.9927
C -3.6934 -0.6942 1.6210
C -3.3673 0.4314 0.9254
C -2.0238 0.6799 0.5625
C -1.0629 -0.2177 0.9069
C -1.3182 -1.4025 1.6514
H 0.0898 -4.1595 3.0081
H -2.2679 -4.6243 3.5361
H -4.0460 -3.0294 2.9390
H -4.7270 -0.8846 1.9031
H -4.1333 1.1436 0.6369
H -1.7532 1.5660 0.0037
*
```

***

Record 2
Here is a molecular structure, C24H14AuBrF4N2PSe from OMol25. Energies are from wB97M-V/def2-TZVPD.

Results
LUMO energy = -4.18 eV
Calculated total energy = -187328.7024 eV
HOMO-LUMO gap = 7.702 eV
ΔE to the lowest compared entry with this formula, charge and spin = 5.8 kcal/mol
Molecular weight = 793.2 g mol⁻¹
HOMO energy = -11.880 eV

ORCA input file:
```
! RIJCOSX wB97M-V def2-TZVPD def2/J DEFGRID3
* xyz 1 1
Au 0.0281 1.1223 0.6735
F 4.8474 -3.0170 -2.9031
C 3.8110 -2.5827 -2.2055
C 2.5958 -3.2641 -2.2338
F 2.4611 -4.3699 -2.9533
C 1.5253 -2.7631 -1.5035
F 0.3522 -3.3964 -1.5541
C 1.6138 -1.6097 -0.7200
P 0.0827 -1.0883 0.1564
C -1.1453 -1.0000 -1.1730
C -2.4999 -1.2061 -0.9334
C -3.4211 -0.8711 -1.9108
C -3.0079 -0.2983 -3.1006
C -1.6581 -0.0892 -3.3367
C -0.7291 -0.4269 -2.3742
C -0.2528 -2.4915 1.2572
C -1.1248 -3.5322 0.9433
C -1.3126 -4.5537 1.8568
C -0.6331 -4.5542 3.0630
C 0.2484 -3.5274 3.3649
C 0.4365 -2.4925 2.4701
C 2.8447 -0.9519 -0.6866
Br 3.1753 0.5987 0.3411
C 3.9199 -1.4314 -1.4291
F 5.0747 -0.7786 -1.4034
H -2.8353 -1.6154 0.0071
H -4.4699 -1.0549 -1.7417
H -3.7331 -0.0054 -3.8422
H -1.3304 0.3359 -4.2710
H 0.3228 -0.2392 -2.5446
H -1.6335 -3.5623 -0.0066
H -1.9907 -5.3608 1.6239
H -0.7825 -5.3619 3.7663
H 0.7842 -3.5419 4.3007
H 1.1215 -1.6846 2.6961
Se -1.4525 3.4446 -1.0761
N -0.4389 3.1591 0.3644
C -0.2038 4.3221 0.9781
C 0.5669 4.5346 2.1330
C 0.6690 5.8108 2.6142
C 0.0269 6.9080 1.9888
C -0.7162 6.7463 0.8575
C -0.8422 5.4447 0.3216
N -1.5285 5.1417 -0.7696
H 1.0606 3.6986 2.6086
H 1.2539 5.9989 3.5017
H 0.1315 7.8907 2.4243
H -1.2110 7.5633 0.3597
*
```

***

Record 3
Here is 14 unconnected molecules or ions with the total composition C24H14Cl52NO2 from OMol25. Energies are from wB97M-V/def2-TZVPD.

Results
LUMO energy = 1.29 eV
Calculated total energy = -681862.0031 eV
HOMO-LUMO gap = 3.984 eV
Molecular weight = 2191.9 g mol⁻¹
HOMO energy = -2.696 eV

ORCA input file:
```
! RIJCOSX wB97M-V def2-TZVPD def2/J DEFGRID3
* xyz -1 1
C 4.8642 3.4485 -1.3720
C 4.4883 2.0066 -1.6138
O 5.2762 1.2699 -2.1693
O 3.3039 1.6572 -1.1095
C 2.4836 0.7483 -1.8648
C 1.4384 0.1151 -0.9434
C -0.0016 0.6482 -1.0936
C -0.4017 1.5706 0.0535
C -1.5936 2.3299 -0.1770
C -2.6033 1.9454 -1.0964
C -3.7301 2.7609 -1.2573
C -3.8387 3.9090 -0.5009
N -2.9361 4.2995 0.4206
C -1.8755 3.5303 0.5461
H 4.7896 3.6945 -0.3154
H 5.9055 3.5695 -1.6601
H 4.2766 4.1425 -1.9674
H 3.0676 -0.0434 -2.3304
H 1.9953 1.2895 -2.6770
H 1.7564 0.1866 0.0959
H 1.4149 -0.9436 -1.2198
H -0.6776 -0.2144 -1.0966
H -0.1115 1.1204 -2.0897
H 0.4039 2.3116 0.1953
H -2.5315 1.0478 -1.6922
H -4.4751 2.4649 -1.9854
H -4.7022 4.5468 -0.6552
H -1.1355 3.8314 1.2864
C 5.4224 -2.8495 -4.3343
Cl 5.2933 -1.2524 -3.6071
Cl 6.7836 -3.7146 -3.5932
Cl 3.9527 -3.7979 -4.0827
Cl 5.7133 -2.6884 -6.0745
C -7.5136 3.3186 2.1558
Cl -8.8850 4.1624 1.4130
Cl -6.0271 3.7228 1.2970
Cl -7.3894 3.8142 3.8567
Cl -7.7919 1.5719 2.0797
C -10.2316 7.9250 2.1847
Cl -8.7727 7.3395 2.9737
Cl -11.3441 8.5634 3.4050
Cl -9.8122 9.2104 1.0458
Cl -11.0314 6.6101 1.3074
C 5.1399 3.5533 2.9196
Cl 4.6294 4.9256 1.9361
Cl 6.9081 3.4591 2.9537
Cl 4.5267 3.7470 4.5631
Cl 4.4879 2.0699 2.2216
C 2.5186 1.5419 7.3465
Cl 1.3026 0.9190 8.4744
Cl 1.8752 1.5159 5.7040
Cl 2.9305 3.2030 7.7985
Cl 3.9691 0.5367 7.4324
C 0.6995 5.1513 -2.3396
Cl 0.3529 6.7791 -2.9748
Cl -0.7856 4.3236 -1.9224
Cl 1.5691 4.2372 -3.5886
Cl 1.7223 5.3024 -0.9020
C -2.3605 -1.0567 9.0544
Cl -2.2675 0.3819 10.0805
Cl -1.8361 -0.6524 7.4253
Cl -1.3017 -2.3125 9.7120
Cl -4.0254 -1.6492 9.0208
C 3.1995 -8.2343 -4.5549
Cl 4.4335 -7.1099 -3.9852
Cl 1.8326 -7.3348 -5.2079
Cl 3.8857 -9.2681 -5.8186
Cl 2.6466 -9.2385 -3.2081
C 0.9561 -3.0080 5.4171
Cl 1.0926 -1.5599 6.4175
Cl 2.0492 -4.2557 6.0364
Cl -0.7053 -3.6097 5.4669
Cl 1.3899 -2.6148 3.7531
C -0.8910 -4.3859 -4.5074
Cl 0.2745 -4.6852 -3.2112
Cl -2.5145 -4.2369 -3.8304
Cl -0.4587 -2.8978 -5.3456
Cl -0.8653 -5.7392 -5.6607
C 9.1888 2.3089 -1.4334
Cl 8.7484 3.6825 -2.4547
Cl 10.9555 2.1898 -1.3502
Cl 8.5441 2.5517 0.1953
Cl 8.5276 0.8279 -2.1165
C -2.5201 -7.5574 -1.3866
Cl -1.6459 -7.3926 -2.9105
Cl -4.2524 -7.5521 -1.7233
Cl -2.0663 -9.0792 -0.6041
Cl -2.1186 -6.2052 -0.3272
C -6.5888 -8.1483 -4.8619
Cl -7.6762 -7.6695 -6.1705
Cl -5.0947 -7.2208 -4.9618
Cl -7.3746 -7.8397 -3.3074
Cl -6.2238 -9.8726 -5.0015
*
```